# C8H11BrN2O2

One molecule with the formula C8H11BrN2O2 (ωB97M-V/def2-TZVPD, the Open Molecules 2025 dataset).

Summary:
- SMILES string: CCN/C=C/C=C\C=C(/Br)[N+](=O)[O-]
- Relative energy (zero: lowest compared OMol25 entry of this formula, charge and spin): 48.1 kJ/mol
- Lowest unoccupied orbital energy (alpha / beta): -0.650 / -0.650 eV
- Frontier orbital gap (alpha / beta): 7.2776 / 7.2781 eV

Atoms and positions in Å:
1 C -0.47 -2.68 -0.67
2 C -1.21 -2.19 -1.83
3 C 0.25 -1.95 0.13
4 C -1.77 -0.95 -1.87
5 C 0.51 -0.56 -0.19
6 C -1.58 0.00 -0.77
7 C 2.26 1.77 2.06
8 C 1.18 1.62 0.98
9 N 0.69 0.27 0.91
10 N -1.43 1.37 -0.95
11 O -1.70 2.12 -0.02
12 O -0.86 1.69 -1.99
13 Br -2.87 -0.40 0.59
14 H -0.77 -3.85 -0.52
15 H -1.60 -2.93 -2.61
16 H 0.64 -2.18 1.10
17 H -2.41 -0.73 -2.67
18 H 0.91 -0.19 -1.18
19 H 3.07 1.09 1.61
20 H 2.80 2.81 1.89
21 H 1.98 1.87 3.13
22 H 0.31 2.27 1.06
23 H 1.64 1.92 0.00
24 H 0.45 -0.19 1.82

Atom charges from the Löwdin analysis, given in e for atoms 1 to 4: -0.118, -0.111, -0.120, -0.138



# C8H11Cl2NO5S3W

C8H11Cl2NO5S3W as an isolated structure (ωB97M-V/def2-TZVPD, the Open Molecules 2025 dataset).

Summary:
- Charge: +2
- Relative energy (zero: lowest compared OMol25 entry of this formula, charge and spin): 34.1 kJ/mol
- Lowest unoccupied orbital energy: -9.674 eV
- Frontier orbital gap: 5.9858 eV

Atoms and positions in Å:
1 W 0.37 -0.45 0.90
2 O 0.79 1.61 0.24
3 C -0.12 2.31 -0.69
4 C -1.47 1.61 -0.65
5 N -1.28 0.12 -0.57
6 C -0.85 -0.42 -1.91
7 C 0.65 -0.32 -2.01
8 O 1.31 0.01 -2.93
9 O 1.20 -0.70 -0.80
10 C -2.51 -0.59 -0.14
11 C -2.12 -1.95 0.41
12 O -2.71 -2.95 0.43
13 O -0.79 -1.86 0.96
14 H 1.71 1.78 -0.02
15 H 0.33 2.28 -1.68
16 H -0.22 3.34 -0.36
17 H -2.03 1.86 -1.56
18 H -2.05 1.93 0.20
19 H -1.35 0.11 -2.72
20 H -1.11 -1.48 -1.97
21 H -3.22 -0.72 -0.96
22 H -3.01 -0.04 0.66
23 Cl 4.24 -0.41 0.61
24 C 3.61 -1.98 0.24
25 Cl 2.13 -2.38 1.25
26 H 4.31 -2.76 0.52
27 H 3.29 -2.05 -0.80
28 S 0.32 2.12 4.68
29 C 0.22 1.14 3.44
30 S -1.10 0.88 2.31
31 S 1.45 -0.04 2.91

Atom charges from the Löwdin analysis, given in e for atoms 1 to 4: 1.384, -0.236, -0.087, -0.139



# C8H11ClF2N4O7P

A 3-piece molecular cluster, C8H11ClF2N4O7P overall (ωB97M-V/def2-TZVPD, the Open Molecules 2025 dataset).

Summary:
- Charge: +1
- Lowest unoccupied orbital energy: -3.565 eV
- Frontier orbital gap: 10.2763 eV

Atoms and positions in Å:
1 N -1.66 -0.71 3.62
2 C -1.38 0.55 3.31
3 N -0.14 1.07 3.24
4 C -0.34 2.32 2.87
5 N -1.62 2.61 2.72
6 N -2.33 1.47 3.00
7 P -4.10 1.28 2.97
8 O -4.45 2.82 3.35
9 Cl -4.58 1.25 1.00
10 H -1.05 -1.24 4.21
11 H -2.47 -1.16 3.23
12 H 0.49 2.99 2.72
13 H -2.03 3.49 2.45
14 H -4.27 2.90 4.30
15 C 0.49 -1.74 -0.17
16 C -0.33 -1.64 -1.44
17 O -1.55 -2.27 -1.06
18 C -1.69 -2.10 0.27
19 O -2.71 -2.25 0.88
20 O -0.54 -1.70 0.84
21 F 0.23 -2.33 -2.46
22 H 1.02 -2.69 -0.10
23 H 1.19 -0.93 -0.06
24 H -0.54 -0.62 -1.76
25 C 3.01 0.52 -4.40
26 C 3.98 -0.64 -4.39
27 O 4.28 -0.77 -3.01
28 C 3.21 -0.32 -2.32
29 O 3.01 -0.53 -1.17
30 O 2.37 0.37 -3.12
31 F 5.11 -0.36 -5.07
32 H 3.53 1.48 -4.44
33 H 2.29 0.46 -5.21
34 H 3.56 -1.58 -4.76

Atom charges from the Löwdin analysis, given in e for atoms 1 to 4: 0.218, -0.419, 0.180, -0.091



# C8H11ClO

A 2-piece molecular cluster, C8H11ClO overall (ωB97M-V/def2-TZVPD, the Open Molecules 2025 dataset).

Summary:
- SMILES string: C=C/C=C1/CO1.ClC1CC1
- Relative energy (zero: lowest compared OMol25 entry of this formula, charge and spin): 517.9 kJ/mol
- Lowest unoccupied orbital energy: 0.936 eV
- Frontier orbital gap: 9.6049 eV

Atoms and positions in Å:
1 C 0.55 -0.63 3.60
2 C -0.06 -1.22 2.60
3 C 1.68 0.91 -2.47
4 C 1.56 2.28 -1.90
5 C -2.23 -1.52 -0.56
6 C 0.43 1.23 -1.70
7 C -1.39 -1.34 0.53
8 C -1.05 -0.73 1.64
9 O -1.32 -2.49 -0.15
10 Cl -1.11 1.37 -2.53
11 H 1.05 -1.18 4.37
12 H 0.31 0.34 4.04
13 H 0.35 -2.27 2.46
14 H 1.88 0.77 -3.52
15 H 2.30 0.23 -1.89
16 H 2.15 2.81 -1.28
17 H 1.12 2.90 -2.70
18 H -3.24 -1.79 -0.34
19 H -1.86 -1.00 -1.49
20 H -1.37 0.27 1.92
21 H 0.25 1.05 -0.62

Atom charges from the Löwdin analysis, given in e for atoms 1 to 4: -0.034, -0.204, -0.178, -0.141



# C8H11EuNPS

C8H11EuNPS as an isolated structure (ωB97M-V/def2-TZVPD, the Open Molecules 2025 dataset).

Summary:
- Charge: -1
- Relative energy (zero: lowest compared OMol25 entry of this formula, charge and spin): 0.0 kJ/mol
- ⟨S²⟩: 15.873
- Lowest unoccupied orbital energy (alpha / beta): 2.613 / 2.569 eV
- Multiplicity: 8
- Frontier orbital gap (alpha / beta): 3.7183 / 4.5097 eV

Atoms and positions in Å:
1 C -0.92 1.88 0.30
2 C -0.30 3.04 0.25
3 C 1.09 3.30 0.16
4 C 2.07 2.26 0.15
5 C 1.86 0.94 0.18
6 Eu 0.07 -0.06 -0.01
7 P -2.25 -1.04 -0.30
8 H -1.99 1.80 0.46
9 H -0.95 3.94 0.33
10 H 1.43 4.31 0.17
11 H 2.69 0.25 0.26
12 H 3.13 2.60 0.16
13 H -2.45 -1.73 -1.49
14 H -3.30 -0.14 -0.27
15 H -2.61 -1.98 0.67
16 S 2.65 -4.11 -0.67
17 C 0.94 -4.49 -0.63
18 C 0.22 -3.36 -0.45
19 N 0.99 -2.18 -0.34
20 C 2.30 -2.42 -0.44
21 H 0.56 -5.48 -0.73
22 H -0.85 -3.33 -0.38
23 H 3.10 -1.69 -0.39

Atom charges from the Löwdin analysis, given in e for atoms 1 to 4: -0.420, -0.384, -0.229, -0.336



# C8H11INO2

A 2-piece molecular cluster, C8H11INO2 overall (ωB97M-V/def2-TZVPD, the Open Molecules 2025 dataset).

Summary:
- Charge: +1
- Relative energy (zero: lowest compared OMol25 entry of this formula, charge and spin): 0.0 kJ/mol
- Lowest unoccupied orbital energy (alpha / beta): -6.007 / -6.008 eV
- Frontier orbital gap (alpha / beta): 6.9006 / 6.9002 eV

Atoms and positions in Å:
1 C -2.22 -2.80 0.39
2 C -1.11 0.12 -0.31
3 C -0.52 -1.06 0.27
4 C 0.81 -1.00 0.63
5 C 1.03 -2.59 -2.82
6 C -2.51 0.24 -0.85
7 C 3.24 -0.09 0.37
8 C 1.81 0.02 1.01
9 N -1.15 -2.26 0.02
10 O 0.76 -1.54 -2.45
11 O 1.19 -3.68 -3.12
12 I 1.62 -2.95 0.85
13 H -2.61 -3.82 -0.06
14 H -2.94 -2.59 1.22
15 H -0.51 0.97 -0.17
16 H -2.84 1.31 -1.01
17 H -2.33 -0.01 -1.92
18 H -3.24 -0.43 -0.38
19 H 3.02 -0.10 -0.73
20 H 3.89 -0.91 0.64
21 H 3.75 0.73 0.64
22 H 1.51 1.03 1.07
23 H 1.94 -0.32 2.09

Atom charges from the Löwdin analysis, given in e for atoms 1 to 4: -0.001, 0.089, -0.389, -0.498



# C8H11N

One molecule with the formula C8H11N (ωB97M-V/def2-TZVPD, the Open Molecules 2025 dataset).

Summary:
- Relative energy (zero: lowest compared OMol25 entry of this formula, charge and spin): 528.5 kJ/mol
- Lowest unoccupied orbital energy (alpha / beta): -0.405 / 0.259 eV
- Frontier orbital gap (alpha / beta): 6.6975 / 9.1311 eV

Atoms and positions in Å:
1 C -1.73 -0.07 0.80
2 C -0.59 -0.69 0.93
3 C 0.63 -0.25 0.23
4 C -0.71 1.28 -2.81
5 C -0.48 2.52 -1.98
6 C -0.43 1.23 -1.26
7 C -0.39 -1.68 1.98
8 C 1.95 -0.79 0.64
9 N 0.58 0.62 -0.66
10 H -1.81 0.78 0.18
11 H -1.64 1.18 -3.26
12 H 0.20 0.95 -3.30
13 H 0.55 2.92 -2.16
14 H -1.13 3.39 -1.78
15 H 0.25 -2.43 1.58
16 H -1.40 -2.08 2.38
17 H 0.11 -1.08 2.76
18 H 1.97 -1.42 1.49
19 H 2.71 -0.01 0.86
20 H 2.29 -1.39 -0.25

Atom charges from the Löwdin analysis, given in e for atoms 1 to 4: 0.190, -0.381, -0.307, -0.053



# C8H11N2

An isolated ion of composition C8H11N2 and charge +1 (ωB97M-V/def2-TZVPD, the Open Molecules 2025 dataset).

Summary:
- Charge: +1
- Relative energy (zero: lowest compared OMol25 entry of this formula, charge and spin): 718.3 kJ/mol
- Lowest unoccupied orbital energy (alpha / beta): -5.372 / -6.441 eV
- Frontier orbital gap (alpha / beta): 8.2561 / 6.1249 eV

Atoms and positions in Å:
1 C 0.56 0.16 -3.27
2 C -0.40 -0.32 -2.26
3 C 1.61 0.62 -2.60
4 C 0.14 -0.13 -1.00
5 C 2.22 1.02 -0.40
6 C -0.13 -0.46 0.43
7 C -1.67 -0.35 0.33
8 C 0.29 0.39 2.67
9 N 1.40 0.47 -1.21
10 N 0.01 0.60 1.35
11 H 0.47 0.15 -4.29
12 H -1.43 -0.70 -2.43
13 H 2.44 1.05 -3.09
14 H 3.12 1.56 -0.65
15 H 0.22 -1.43 0.61
16 H -2.04 -1.17 -0.35
17 H -1.99 0.57 0.03
18 H -2.29 -0.68 1.23
19 H 0.43 -0.57 2.97
20 H -0.52 1.15 3.22
21 H 1.19 0.83 3.01

Atom charges from the Löwdin analysis, given in e for atoms 1 to 4: 0.026, 0.078, -0.040, -0.169



# C8H11N2O2

An isolated ion of composition C8H11N2O2 and charge -1 (ωB97M-V/def2-TZVPD, the Open Molecules 2025 dataset).

Summary:
- Charge: -1
- SMILES string: CC1=CC=C[C@@H](N=[N+]([O-])[O-])[C@@H]1C
- Relative energy (zero: lowest compared OMol25 entry of this formula, charge and spin): 215.3 kJ/mol
- Lowest unoccupied orbital energy: 3.443 eV
- Frontier orbital gap: 7.4812 eV

Atoms and positions in Å:
1 C -1.01 1.39 0.72
2 C 0.08 2.11 0.41
3 C -1.09 -0.03 0.47
4 C 1.24 1.44 -0.09
5 C 0.24 -0.79 -0.15
6 C 1.26 0.20 -0.56
7 C 0.85 -1.79 0.86
8 C 2.46 -0.30 -1.38
9 N -2.21 -0.28 -0.56
10 N -3.40 -0.08 -0.19
11 O -3.66 0.25 0.98
12 O -4.23 -0.30 -1.12
13 H -1.86 1.84 1.12
14 H 0.07 3.22 0.72
15 H -1.53 -0.47 1.41
16 H 2.03 2.13 -0.47
17 H -0.15 -1.46 -0.91
18 H 1.19 -2.62 0.27
19 H 0.09 -1.94 1.58
20 H 1.67 -1.27 1.40
21 H 2.59 -1.28 -0.93
22 H 3.21 0.34 -1.18
23 H 2.16 -0.31 -2.37

Atom charges from the Löwdin analysis, given in e for atoms 1 to 4: -0.094, -0.105, -0.249, -0.104



# C8H11N2Pb

C8H11N2Pb as an isolated structure (ωB97M-V/def2-TZVPD, the Open Molecules 2025 dataset).

Summary:
- Charge: +3
- Lowest unoccupied orbital energy: -13.173 eV
- Frontier orbital gap: 7.0763 eV

Atoms and positions in Å:
1 Pb 0.01 0.01 -0.45
2 C 0.24 1.10 -4.88
3 C 1.22 -0.02 -4.61
4 C 0.49 -1.12 -4.61
5 C -0.94 -0.67 -4.84
6 C -1.08 0.70 -4.71
7 H 0.53 2.05 -5.33
8 H 2.30 0.10 -4.62
9 H 0.81 -2.16 -4.62
10 H -1.72 -1.33 -5.22
11 H -1.96 1.28 -4.92
12 C -1.12 0.68 4.87
13 N 0.01 0.00 4.13
14 C 1.13 -0.68 4.87
15 C 0.01 0.01 2.88
16 N 0.01 0.01 1.69
17 H -0.91 0.55 5.93
18 H -2.06 0.20 4.62
19 H -1.12 1.74 4.63
20 H 0.93 -0.55 5.93
21 H 2.07 -0.19 4.62
22 H 1.15 -1.73 4.62

Atom charges from the Löwdin analysis, given in e for atoms 1 to 4: 1.566, 0.150, -0.006, 0.003



# C8H11N3

An isolated ion of composition C8H11N3 and charge +2 (ωB97M-V/def2-TZVPD, the Open Molecules 2025 dataset).

Summary:
- Charge: +2
- Relative energy (zero: lowest compared OMol25 entry of this formula, charge and spin): 582.8 kJ/mol
- ⟨S²⟩: 2.040
- Lowest unoccupied orbital energy (alpha / beta): -8.608 / -11.794 eV
- Multiplicity: 3
- Frontier orbital gap (alpha / beta): 6.7053 / 6.6530 eV

Atoms and positions in Å:
1 C -2.26 -1.77 0.44
2 C -3.10 -0.68 0.34
3 C -0.94 -1.66 -0.09
4 C -2.78 0.61 -0.21
5 C -0.06 -0.71 -0.14
6 C -0.73 3.25 -0.39
7 C 1.92 -0.97 1.18
8 C 1.78 0.69 -0.67
9 N -1.28 2.25 -0.37
10 N -1.55 1.07 -0.22
11 N 1.12 -0.24 0.07
12 H -2.62 -2.67 0.98
13 H -4.09 -0.93 0.62
14 H -0.59 -2.64 -0.44
15 H -3.54 1.37 -0.39
16 H -0.67 4.30 -0.55
17 H 1.14 -1.42 1.82
18 H 2.55 -1.75 0.87
19 H 2.60 -0.29 1.71
20 H 2.60 1.14 -0.05
21 H 2.34 0.12 -1.41
22 H 1.27 1.43 -1.31

Atom charges from the Löwdin analysis, given in e for atoms 1 to 4: 0.023, 0.074, 0.005, -0.011



# C8H11N3O3S

One molecule with the formula C8H11N3O3S (ωB97M-V/def2-TZVPD, the Open Molecules 2025 dataset).

Summary:
- SMILES string: CCN[S@](=N)(=O)Oc1ccc(N=O)cc1
- Relative energy (zero: lowest compared OMol25 entry of this formula, charge and spin): 556.2 kJ/mol
- Lowest unoccupied orbital energy (alpha / beta): -0.884 / -0.881 eV
- Frontier orbital gap (alpha / beta): 7.8914 / 7.8852 eV

Atoms and positions in Å:
1 C -2.32 -1.00 -0.46
2 C -3.25 1.19 0.23
3 C -1.07 -0.38 -0.71
4 C -2.04 1.80 -0.19
5 C -3.36 -0.20 0.12
6 C -1.03 1.03 -0.67
7 C 2.91 -2.20 0.18
8 C 2.56 -0.80 0.76
9 N 2.46 2.51 -0.03
10 N -4.65 -0.56 0.22
11 N 2.02 -0.06 -0.36
12 O -5.04 -1.74 0.25
13 O 0.87 1.16 1.40
14 O 0.21 1.65 -0.94
15 S 1.47 1.45 0.15
16 H -2.65 -2.05 -0.59
17 H -4.00 1.87 0.60
18 H -0.18 -0.88 -0.97
19 H -2.04 2.94 -0.23
20 H 3.26 -2.96 0.89
21 H 1.94 -2.61 -0.14
22 H 3.56 -2.13 -0.62
23 H 1.87 -1.03 1.60
24 H 3.51 -0.48 1.08
25 H 2.27 3.40 -0.44
26 H 2.72 0.09 -1.14

Atom charges from the Löwdin analysis, given in e for atoms 1 to 4: 0.050, 0.021, 0.020, -0.003



no.,maximum force (Eh/bohr)
1,0.10172
2,0.00234
3,0.01989
4,0.12154
5,0.07529
6,0.08434
7,0.05621
8,0.11943
9,0.09835
10,0.01033
11,0.11152
12,0.09382